Formula: C32H64FNO18S6
Source: OMol25
Level of theory: the ωB97M-V functional and the def2-TZVPD basis

Geometry as ORCA input:
```
! RIJCOSX wB97M-V def2-TZVPD def2/J DEFGRID3
* xyz 0 1
S 0.16 -0.47 4.72
S 3.46 1.58 2.84
S -2.28 -1.05 -2.99
S -2.62 -2.98 1.81
S -2.42 3.48 1.48
S -0.03 3.02 -2.64
F 2.27 -2.01 -0.38
O 4.88 -1.89 -4.42
O 0.38 2.46 -1.42
O 2.11 -4.81 -3.39
O -3.34 -1.85 2.38
O 1.46 -4.29 -5.44
O 4.30 -2.02 -6.60
O -1.53 -2.67 0.92
O -3.27 4.38 0.69
O -3.05 -2.04 -2.25
O 3.13 -0.80 -5.18
O -0.59 0.23 3.67
O 2.09 1.26 2.46
O 1.14 -1.40 4.50
O 0.20 -3.85 -3.52
O 3.73 1.93 4.14
O -2.18 2.24 0.76
O -0.35 2.28 -3.77
O -1.20 -0.53 -2.27
N 0.12 -0.23 0.37
C -0.96 4.31 1.88
C 1.30 -4.39 -4.21
C 4.43 2.16 0.47
C -1.63 -0.02 6.60
C 3.96 2.86 1.88
C -0.73 5.72 -2.94
C 4.41 -1.26 -3.22
C -2.49 -0.80 -5.57
C 3.29 -0.43 -3.85
C -0.58 -4.97 -1.57
C -0.39 0.67 7.08
C -3.64 -5.40 1.74
C 1.31 4.17 -3.04
C -3.01 3.27 3.09
C -1.20 4.36 -2.39
C -3.06 -5.32 3.15
C 0.63 0.68 6.06
C 0.64 5.41 -3.66
C -3.43 0.17 -3.44
C 4.07 -1.59 -5.50
C -1.15 -1.17 5.68
C -3.18 0.36 -4.93
C -3.86 -4.01 1.05
C 5.16 0.93 0.96
C -2.09 4.16 4.04
C 4.57 0.36 2.22
C 1.79 -4.57 -2.03
C 0.46 -4.06 -2.13
C -1.89 -1.63 -4.50
C -0.73 3.87 3.30
C 1.89 -0.51 -3.14
C -2.05 -4.22 3.00
H -1.52 -4.61 -1.32
H -2.70 -6.13 3.59
H -0.35 0.29 -0.49
H 1.16 6.28 -3.92
H 5.03 2.75 -0.23
H 3.59 0.63 -3.79
H 1.24 0.07 -3.76
H 0.66 1.61 5.74
H -1.40 6.23 -3.58
H 0.01 -5.18 -0.45
H -1.95 -1.63 5.23
H 2.29 -5.46 -1.56
H 0.14 4.40 3.49
H -0.03 0.19 8.01
H -3.76 -5.03 3.91
H -4.38 -0.34 -3.35
H 5.21 -0.07 2.99
H -3.51 1.03 -2.87
H 1.88 -0.13 -2.21
H 1.59 0.45 6.54
H 4.13 -1.92 -2.42
H -2.06 3.93 -2.86
H -2.38 -0.26 7.22
H -1.45 4.53 -1.31
H -1.08 -4.80 2.90
H 6.20 0.87 1.10
H -1.92 -2.68 -4.74
H -0.72 1.66 7.26
H -1.86 -0.57 -6.48
H 0.37 5.15 -4.71
H 5.11 0.29 0.33
H -4.79 -3.48 1.45
H -2.11 4.05 5.14
H 1.08 0.05 0.18
H -0.12 0.20 1.41
H -0.36 6.36 -2.11
H 1.75 3.73 -3.88
H -0.57 -5.95 -1.97
H 1.65 -1.50 -3.27
H 0.63 -3.12 -1.72
H -3.34 -1.25 -6.26
H -2.83 -5.81 1.00
H -0.78 -1.73 6.33
H 4.69 3.46 2.17
H -3.21 2.20 3.33
H 2.45 -3.86 -1.74
H 0.02 4.12 1.28
H -4.40 -6.08 1.58
H 3.98 -0.62 2.12
H -2.39 5.21 4.15
H -4.12 3.71 3.18
H 1.75 4.32 -2.25
H -2.00 -3.81 4.00
H -0.51 2.84 3.24
H 3.50 1.91 -0.14
H 0.27 -1.24 0.17
H -0.77 -1.18 -4.49
H -3.70 -3.86 -0.05
H 5.19 -0.60 -2.84
H -1.00 5.34 1.86
H -2.56 1.24 -5.06
H -4.11 0.60 -5.44
H -2.29 0.61 5.97
H 3.07 3.49 1.86
*
```

**DFT total energy**: -140281.0375 eV
**M**: 962.3 g/mol
**Energy above the lowest of the compared OMol25 structures with the same formula, charge and spin**: 0.986 eV

---

Formula: C27H19ClCuN6O5S
Source: OMol25
Level of theory: the ωB97M-V functional and the def2-TZVPD basis

Geometry as ORCA input:
```
! RIJCOSX wB97M-V def2-TZVPD def2/J DEFGRID3
* xyz -1 1
Cu 1.08 -0.18 -0.37
Cl 9.27 -0.85 -2.56
S -8.18 0.65 1.41
O 2.84 -0.97 -0.74
O -9.29 -0.27 1.53
O -8.53 2.01 1.03
O 2.68 0.35 -2.55
O -7.19 0.55 2.47
N -1.05 -0.47 -0.64
N -5.97 0.06 -0.03
N 1.45 1.22 2.04
N 1.11 1.89 -0.21
N 1.12 0.09 1.66
N -8.03 -0.26 -1.15
C 0.88 4.19 -0.77
C -2.97 -0.59 -2.06
C 7.01 -0.87 -1.06
C 6.72 -0.52 -3.43
C 3.31 -0.38 -1.77
C 1.41 -2.25 2.11
C 0.98 4.54 0.57
C 5.35 -0.41 -3.24
C -5.98 -0.69 -2.27
C -7.30 0.08 -0.08
C 1.58 -3.31 2.99
C 1.47 -0.71 3.97
C 1.21 2.23 1.08
C -3.83 -0.38 -0.98
C 1.63 -1.77 4.84
C -1.88 -0.27 0.40
C -7.36 -0.62 -2.23
C 5.64 -0.78 -0.89
C -5.31 -0.33 -1.12
C 1.37 -0.95 2.60
C 1.17 3.55 1.51
C 4.80 -0.55 -1.97
C -3.25 -0.21 0.27
C 7.54 -0.74 -2.33
C 1.68 -3.07 4.35
C -1.61 -0.63 -1.84
C 0.96 2.85 -1.11
H 1.34 -2.40 1.04
H 0.75 4.95 -1.54
H -0.92 -0.79 -2.66
H 7.67 -1.03 -0.22
H 5.20 -0.90 0.09
H 1.42 0.31 4.33
H -3.89 -0.04 1.13
H 1.79 -3.90 5.04
H 1.69 -1.59 5.91
H -3.35 -0.70 -3.06
H 4.70 -0.22 -4.08
H 1.26 3.76 2.57
H 0.93 2.52 -2.14
H -5.47 -1.02 -3.17
H -1.41 -0.14 1.37
H 0.93 5.58 0.87
H 1.63 -4.32 2.60
H 7.16 -0.43 -4.42
H -7.96 -0.89 -3.09
*
```

**DFT total energy**: -115485.6489 eV
**M**: 638.6 g/mol
**Energy above the lowest of the compared OMol25 structures with the same formula, charge and spin**: 0.000 eV

---

Formula: C8H17N2O3P
Source: OMol25
Level of theory: the ωB97M-V functional and the def2-TZVPD basis

Geometry as ORCA input:
```
! RIJCOSX wB97M-V def2-TZVPD def2/J DEFGRID3
* xyz 0 1
P -1.63 2.21 2.02
O 0.55 -0.42 -2.41
O -3.36 -0.13 0.35
O 2.76 -0.57 -2.46
N 0.08 2.59 2.32
N -3.42 1.70 1.85
C 1.62 -2.64 -2.39
C 1.69 -1.13 -2.45
C -0.76 -0.98 -2.56
C -3.45 0.77 1.08
C 2.26 2.07 1.31
C -1.27 -1.53 -1.24
C 0.72 0.13 2.24
C 0.90 1.66 1.99
H 2.99 1.23 1.48
H 1.78 -2.97 -1.37
H -1.40 -0.16 -2.87
H 1.09 -0.43 1.33
H 2.70 2.95 1.86
H -0.33 -0.20 2.42
H 1.31 -0.19 3.14
H -1.98 3.57 1.81
H -1.69 1.60 3.33
H 0.68 -3.05 -2.76
H 2.09 2.28 0.23
H -0.64 -2.35 -0.88
H -2.29 -1.91 -1.35
H -1.36 1.42 0.87
H 2.40 -3.05 -3.03
H -0.78 -1.71 -3.36
H -1.26 -0.76 -0.48
*
```

**DFT total energy**: -26980.9457 eV
**SMILES**: CC(C)=N[PH3]N=C=O.CCOC(C)=O
**M**: 220.2 g/mol
**Energy above the lowest of the compared OMol25 structures with the same formula, charge and spin**: 2.073 eV

---

Number 3 is which compound? C8H17N2O3P

---

What did the second record say?
Formula: C27H19ClCuN6O5S
Source: OMol25
Level of theory: the ωB97M-V functional and the def2-TZVPD basis

Geometry as ORCA input:
```
! RIJCOSX wB97M-V def2-TZVPD def2/J DEFGRID3
* xyz -1 1
Cu 1.08 -0.18 -0.37
Cl 9.27 -0.85 -2.56
S -8.18 0.65 1.41
O 2.84 -0.97 -0.74
O -9.29 -0.27 1.53
O -8.53 2.01 1.03
O 2.68 0.35 -2.55
O -7.19 0.55 2.47
N -1.05 -0.47 -0.64
N -5.97 0.06 -0.03
N 1.45 1.22 2.04
N 1.11 1.89 -0.21
N 1.12 0.09 1.66
N -8.03 -0.26 -1.15
C 0.88 4.19 -0.77
C -2.97 -0.59 -2.06
C 7.01 -0.87 -1.06
C 6.72 -0.52 -3.43
C 3.31 -0.38 -1.77
C 1.41 -2.25 2.11
C 0.98 4.54 0.57
C 5.35 -0.41 -3.24
C -5.98 -0.69 -2.27
C -7.30 0.08 -0.08
C 1.58 -3.31 2.99
C 1.47 -0.71 3.97
C 1.21 2.23 1.08
C -3.83 -0.38 -0.98
C 1.63 -1.77 4.84
C -1.88 -0.27 0.40
C -7.36 -0.62 -2.23
C 5.64 -0.78 -0.89
C -5.31 -0.33 -1.12
C 1.37 -0.95 2.60
C 1.17 3.55 1.51
C 4.80 -0.55 -1.97
C -3.25 -0.21 0.27
C 7.54 -0.74 -2.33
C 1.68 -3.07 4.35
C -1.61 -0.63 -1.84
C 0.96 2.85 -1.11
H 1.34 -2.40 1.04
H 0.75 4.95 -1.54
H -0.92 -0.79 -2.66
H 7.67 -1.03 -0.22
H 5.20 -0.90 0.09
H 1.42 0.31 4.33
H -3.89 -0.04 1.13
H 1.79 -3.90 5.04
H 1.69 -1.59 5.91
H -3.35 -0.70 -3.06
H 4.70 -0.22 -4.08
H 1.26 3.76 2.57
H 0.93 2.52 -2.14
H -5.47 -1.02 -3.17
H -1.41 -0.14 1.37
H 0.93 5.58 0.87
H 1.63 -4.32 2.60
H 7.16 -0.43 -4.42
H -7.96 -0.89 -3.09
*
```

**DFT total energy**: -115485.6489 eV
**M**: 638.6 g/mol
**Energy above the lowest of the compared OMol25 structures with the same formula, charge and spin**: 0.000 eV